Here is one molecule with the formula C5H9N3 in a non-equilibrium geometry from OMol25. Energies are from ωB97M-V with the def2-TZVPD basis set.

Output
SMILES string: C1=NC[C@H]2NC[C@@H]2N1
Net charge: 0
DFT total energy, eV: -9796.822
Relative energy (zero: lowest compared OMol25 entry of this formula, charge and spin), kcal/mol: 107.12

The geometry in XYZ format:
```
17
C5H9N3, DFT ωB97M-V with the def2-TZVPD basis set
C -1.727 0.819 0.248
C -0.053 -0.281 0.967
C 1.353 -0.354 1.046
C 1.069 -1.063 -1.350
C -0.466 0.300 -0.448
H -2.556 0.001 0.163
H -2.030 1.808 -0.247
H -0.204 1.780 1.472
H -0.591 -1.240 1.142
H 1.778 -1.038 1.798
H 1.846 0.507 0.969
H 1.594 -1.250 -2.516
H -0.699 -0.460 -2.479
H 0.145 1.259 -0.499
N -0.913 0.945 1.436
N 1.777 -1.110 -0.215
N -0.322 -0.623 -1.486
```

---

Here is one molecule with the formula C5H9N3 in a non-equilibrium geometry from OMol25. Energies are from ωB97M-V with the def2-TZVPD basis set.

Output
SMILES string: [H]/N=C(/N)[C@H](C)C=C=N
Net charge: 0
DFT total energy, eV: -9799.661
Relative energy (zero: lowest compared OMol25 entry of this formula, charge and spin), kcal/mol: 41.64

The geometry in XYZ format:
```
17
C5H9N3, DFT ωB97M-V with the def2-TZVPD basis set
C 1.233 -0.777 1.480
C 0.052 -0.602 -0.899
C -1.367 1.213 0.224
N 0.184 0.072 -2.083
C -0.192 1.173 0.805
C 0.787 0.140 0.352
N -0.378 -1.792 -0.906
N -2.343 1.637 -0.373
H -0.263 -0.368 -2.873
H 0.150 1.078 -2.051
H -0.378 -2.246 0.001
H -3.185 1.092 -0.514
H 0.033 1.788 1.664
H 1.648 0.602 -0.138
H 1.969 -1.496 1.124
H 0.385 -1.323 1.893
H 1.664 -0.191 2.291
```

---

Here is one molecule with the formula C5H9N3 in a non-equilibrium geometry from OMol25. Energies are from ωB97M-V with the def2-TZVPD basis set.

Output
SMILES string: C#CC/N=C\NNC
Net charge: 0
DFT total energy, eV: -9797.543
Relative energy (zero: lowest compared OMol25 entry of this formula, charge and spin), kcal/mol: 90.48

The geometry in XYZ format:
```
17
C5H9N3, DFT ωB97M-V with the def2-TZVPD basis set
C -2.417 0.615 -0.506
C 0.081 -1.482 -0.188
C 2.276 -0.776 0.124
C 2.039 0.664 -0.017
C 1.998 1.860 -0.025
H -2.006 0.292 -1.478
H -3.481 0.780 -0.575
H -1.975 1.594 -0.266
H -2.211 -0.065 1.429
H 0.022 0.422 0.654
H -0.654 -2.244 -0.444
H 2.373 -0.954 1.219
H 3.254 -1.054 -0.248
H 1.956 2.902 -0.165
N -1.997 -0.406 0.463
N -0.556 -0.482 0.510
N 1.299 -1.666 -0.487
```

---

Here is one molecule with the formula C5H9N3 in a non-equilibrium geometry from OMol25. Energies are from ωB97M-V with the def2-TZVPD basis set.

Output
SMILES string: CN(N)C1=NCC=C1
Net charge: 0
DFT total energy, eV: -9797.030
Relative energy (zero: lowest compared OMol25 entry of this formula, charge and spin), kcal/mol: 102.31

The geometry in XYZ format:
```
17
C5H9N3, DFT ωB97M-V with the def2-TZVPD basis set
C 1.843 -1.280 0.117
C -0.024 -0.023 -0.381
C -2.147 -0.807 -0.091
C -2.175 0.870 0.056
C -0.903 1.216 -0.207
H 1.099 -2.084 -0.208
H 2.824 -1.440 -0.687
H 2.076 -1.390 1.222
H 1.868 1.484 0.885
H 1.680 1.923 -0.700
H -2.588 -1.157 0.821
H -2.972 -1.046 -0.718
H -3.031 1.424 0.387
H -0.355 2.278 0.132
N 1.351 -0.027 -0.222
N 2.189 1.197 -0.123
N -0.736 -1.139 -0.282
```

---

Here is one molecule with the formula C5H9N3 in a non-equilibrium geometry from OMol25. Energies are from ωB97M-V with the def2-TZVPD basis set.

Output
SMILES string: CN[C@@H]1C=NN=CC1
Net charge: 0
DFT total energy, eV: -9796.465
Relative energy (zero: lowest compared OMol25 entry of this formula, charge and spin), kcal/mol: 115.35

The geometry in XYZ format:
```
17
C5H9N3, DFT ωB97M-V with the def2-TZVPD basis set
C -0.304 -1.927 0.298
C 0.648 0.072 -0.471
C -0.241 1.036 -1.018
C -1.410 1.488 -0.136
C 0.883 0.465 1.012
H 0.048 -1.725 1.340
H -0.285 -2.867 0.254
H -1.407 -1.728 0.258
H 1.509 -1.669 -0.396
H 1.542 0.488 -0.848
H -0.460 0.809 -2.150
H 0.495 1.759 -1.188
H -2.502 1.810 -0.367
H 1.926 0.406 1.305
N 0.606 -1.433 -0.720
N -1.214 1.642 1.162
N 0.165 1.372 1.667
```

---

Here is one molecule with the formula C5H9N3 in a non-equilibrium geometry from OMol25. Energies are from ωB97M-V with the def2-TZVPD basis set.

Output
SMILES string: N[C@]12CNN=C[C@@H]1C2
Net charge: 0
DFT total energy, eV: -9794.346
Relative energy (zero: lowest compared OMol25 entry of this formula, charge and spin), kcal/mol: 164.20

The geometry in XYZ format:
```
17
C5H9N3, DFT ωB97M-V with the def2-TZVPD basis set
C 0.770 0.454 -0.075
C -0.275 1.438 -0.512
C -0.736 -1.473 0.335
C 0.362 -0.936 -0.566
C 1.826 -0.514 -0.658
H 0.150 1.281 1.749
H 2.076 1.069 1.241
H -0.121 2.568 -0.115
H -0.104 1.516 -1.565
H -2.475 1.121 -0.479
H -0.536 -2.521 0.723
H -0.447 -1.001 -1.422
H 2.138 -0.569 -1.693
H 2.620 -1.025 -0.108
N 1.071 0.530 1.397
N -1.546 0.570 -0.431
N -1.664 -0.564 0.538
```

---

Here is one molecule with the formula C5H9N3O2S in a non-equilibrium geometry from OMol25. Energies are from ωB97M-V with the def2-TZVPD basis set.

Output
SMILES string: N[C@H]1C=CN=C(S(N)(=O)=O)C1
Net charge: 0
DFT total energy, eV: -24729.122
Relative energy (zero: lowest compared OMol25 entry of this formula, charge and spin), kcal/mol: 32.44

The geometry in XYZ format:
```
20
C5H9N3O2S, DFT ωB97M-V with the def2-TZVPD basis set
C 1.949 -0.885 0.015
C 1.505 0.532 -0.582
C 0.951 -1.812 0.143
C 0.294 0.995 0.376
C -0.654 -0.127 0.186
N -0.416 -1.346 0.115
N 2.629 1.394 -0.702
N -3.166 -1.132 0.458
O -2.729 1.300 1.145
O -2.741 0.696 -1.267
S -2.450 0.330 0.121
H 2.914 -1.349 -0.282
H 1.003 0.444 -1.627
H 0.968 -2.870 0.374
H 0.575 0.969 1.434
H -0.130 1.979 0.104
H 2.413 2.211 -1.251
H 2.894 1.764 0.253
H -2.871 -1.624 -0.342
H -2.937 -1.467 1.329
```

---

Here is one molecule with the formula C5H9N3S in a non-equilibrium geometry from OMol25. Energies are from ωB97M-V with the def2-TZVPD basis set.

Output
SMILES string: CC(C)(C)c1nnns1
Net charge: 0
DFT total energy, eV: -20632.909
Relative energy (zero: lowest compared OMol25 entry of this formula, charge and spin), kcal/mol: 66.48

The geometry in XYZ format:
```
18
C5H9N3S, DFT ωB97M-V with the def2-TZVPD basis set
C -0.325 -0.213 1.118
C 1.648 -0.215 -0.389
C -0.358 1.314 -0.987
C -0.535 -1.093 -1.296
C 0.067 -0.039 -0.299
N -0.639 -1.086 1.944
N -1.011 -0.746 3.202
N -1.033 0.474 3.443
S -0.716 1.576 2.325
H 1.839 0.120 -1.451
H 2.067 0.222 0.417
H 1.950 -1.243 -0.285
H -0.022 1.288 -2.090
H -1.347 1.404 -0.733
H 0.244 2.070 -0.447
H -0.221 -0.820 -2.366
H -0.058 -1.982 -1.017
H -1.548 -1.032 -1.087
```

---

Here is an isolated ion of composition C5H9N4O and charge +1 in a non-equilibrium geometry from OMol25. Energies are from ωB97M-V with the def2-TZVPD basis set.

Output
Net charge: +1
DFT total energy, eV: -13325.934
Relative energy (zero: lowest compared OMol25 entry of this formula, charge and spin), kcal/mol: 158.15

The geometry in XYZ format:
```
19
C5H9N4O, DFT ωB97M-V with the def2-TZVPD basis set
C -0.222 1.984 0.076
C 1.580 -0.347 -0.255
C -1.478 1.298 -0.039
C -1.278 -0.036 -0.727
C -0.700 -1.137 0.259
N 0.894 2.256 0.193
N 3.689 -1.010 -0.178
N 0.708 -0.752 0.618
N 2.937 -0.055 -0.075
O 3.363 1.298 -0.047
H -1.948 1.271 0.992
H -2.354 1.886 -0.442
H -2.307 -0.183 -1.118
H -0.537 0.278 -1.463
H -1.200 -1.329 1.218
H -0.594 -2.002 -0.359
H 2.597 2.003 0.123
H 4.651 -0.699 -0.389
H 0.788 -0.685 1.579
```

---

Here is C5H9N4S as an isolated structure in a non-equilibrium geometry from OMol25. Energies are from ωB97M-V with the def2-TZVPD basis set.

Output
Net charge: +1
DFT total energy, eV: -22119.094
Relative energy (zero: lowest compared OMol25 entry of this formula, charge and spin), kcal/mol: 10.52

The geometry in XYZ format:
```
19
C5H9N4S, DFT ωB97M-V with the def2-TZVPD basis set
C 2.408 1.901 -2.029
C -0.686 0.351 0.698
C -2.332 -0.874 2.069
C 2.210 -0.236 -1.890
C 3.202 0.013 -2.792
N 1.733 0.950 -1.429
N 3.314 1.371 -2.865
N -1.011 -0.681 1.365
N -2.967 0.366 2.275
S -0.092 1.406 -0.234
H 2.251 2.951 -1.880
H -2.884 -1.572 1.420
H -2.085 -1.371 3.010
H 1.804 -1.169 -1.561
H 3.816 -0.658 -3.357
H 3.967 1.875 -3.448
H -0.400 -1.495 1.387
H -3.669 0.615 1.596
H -3.276 0.538 3.217
```